(1)
Here is a cluster of 16 separate species, C3H40NO17P in total from the Open Molecules 2025 dataset. Energies are from ωB97M-V/def2-TZVPD.

```
62
Properties=species:S:1:pos:R:3:forces:R:3:lowdin_charge:R:1
C -0.82069 0.21460 0.14595 -0.26 0.04 -0.07 -0.11
C -0.08079 0.85815 -1.00383 -0.29 0.29 0.22 -0.38
N 1.17580 1.47688 -0.51264 -0.10 -0.50 -0.12 -0.27
P 2.40013 0.28105 -0.75710 0.74 0.34 -0.26 0.95
C 3.52474 0.59430 0.69949 -0.14 -0.21 0.25 -0.41
O 3.57912 2.00533 0.86268 0.39 0.08 -0.11 -0.21
O 4.94198 2.35406 1.22679 -0.24 -0.04 -0.25 -0.04
H -0.30284 -0.65498 0.54882 0.01 0.02 0.08 0.05
H -0.96996 0.92889 0.95204 0.04 0.00 0.08 0.07
H -1.80954 -0.10405 -0.18719 -0.01 -0.13 -0.07 0.06
H 0.10132 0.12447 -1.79902 0.01 0.00 -0.05 0.07
H -0.71315 1.62410 -1.43799 0.11 0.11 -0.03 0.06
H 1.41837 2.26826 -1.09554 -0.10 0.08 0.04 0.06
H 1.69527 -0.81490 -0.23312 0.06 -0.05 0.15 -0.05
H 3.20345 0.11606 1.62656 -0.07 0.07 0.09 0.08
H 4.51072 0.20335 0.45025 0.04 0.01 -0.04 0.06
H 5.07760 3.09861 0.62018 -0.03 0.04 0.13 0.10
O 0.31472 0.82719 3.37163 0.11 0.05 -0.07 -0.07
H -0.32413 1.52423 3.57552 -0.09 0.05 0.08 -0.01
H 0.80741 1.17651 2.62068 -0.01 -0.01 -0.02 0.01
O -1.63075 1.04256 -3.74906 0.14 0.02 -0.26 -0.06
H -2.51851 1.03162 -3.37272 0.00 -0.17 -0.01 0.01
H -1.51412 1.91176 -4.14232 -0.07 0.06 0.12 0.04
O -2.08376 3.53748 -1.19272 -0.10 0.11 -0.06 -0.05
H -1.86927 4.47025 -1.09394 0.02 -0.01 0.02 0.04
H -2.77424 3.37667 -0.54156 0.05 -0.03 0.03 0.04
O 0.90248 -3.01771 -1.52620 -0.25 -0.18 -0.04 -0.07
H 1.40407 -3.56336 -0.91394 0.00 -0.05 -0.01 0.04
H 1.51120 -2.78791 -2.24329 0.06 0.28 0.10 0.00
O 7.08222 1.13353 -0.60863 -0.05 0.09 -0.24 -0.06
H 7.61670 1.93349 -0.54725 0.06 -0.05 0.08 0.03
H 6.26315 1.36117 -0.14950 0.07 -0.02 0.20 -0.01
O 2.06033 -1.41375 -3.62542 -0.12 -0.30 -0.28 -0.09
H 2.44452 -0.53247 -3.66773 0.00 0.01 0.24 0.02
H 1.22720 -1.35939 -4.10587 0.01 0.13 -0.04 0.05
O 6.88369 3.50875 -2.29032 -0.04 -0.06 0.01 -0.07
H 6.75254 2.55325 -2.35565 0.01 0.01 0.03 0.02
H 7.06229 3.80927 -3.18584 0.00 0.00 0.01 0.04
O -2.09226 -2.86635 0.40640 0.01 0.07 0.37 -0.06
H -1.29732 -3.12493 0.89208 0.07 -0.11 -0.20 0.04
H -1.75999 -2.50188 -0.42080 -0.10 0.01 -0.06 0.02
O -3.54912 -0.20445 2.08211 -0.14 -0.18 -0.07 -0.06
H -3.21205 -1.06180 1.79124 0.14 0.04 0.00 0.01
H -3.76031 0.23653 1.25362 0.00 0.05 0.04 0.03
O -3.45098 -4.47688 2.49723 0.13 0.22 -0.10 -0.06
H -4.07816 -3.90900 2.95577 -0.01 -0.15 0.14 0.05
H -3.02825 -3.87235 1.87022 -0.22 0.01 -0.24 -0.01
O -0.87984 -5.44114 1.33860 -0.01 -0.01 0.04 -0.05
H -1.05383 -6.08973 0.65041 0.04 0.03 -0.03 0.04
H -1.70928 -5.39477 1.83289 0.03 -0.10 0.16 0.01
O -1.65716 3.04882 4.09787 0.07 -0.06 -0.09 -0.05
H -1.51900 3.99716 4.15996 0.02 -0.02 0.04 0.04
H -2.31568 2.83399 4.77516 -0.07 0.00 -0.03 0.00
O -3.72880 2.55190 6.05838 0.03 0.09 0.05 -0.04
H -3.59471 2.58550 7.00989 -0.01 -0.04 0.00 0.05
H -4.64403 2.28881 5.92683 0.02 -0.05 -0.04 0.06
O -4.05239 -0.59627 -3.51755 -0.16 0.06 0.02 -0.06
H -3.80652 -1.52189 -3.64203 0.14 0.00 0.14 0.02
H -4.25273 -0.26380 -4.39744 0.01 -0.10 -0.04 0.04
O -2.59296 -3.48293 -2.80550 0.08 0.09 -0.07 -0.04
H -1.63704 -3.48139 -2.67582 0.06 0.02 0.00 0.03
H -2.87688 -4.35049 -2.50170 -0.05 0.05 0.06 0.05
```
Forces are in eV/Å.

Summary:
Electronic energy (eV): -49343.669
2S+1: 1
Net charge: 0
HOMO-LUMO gap (Eh): 0.30396
HOMO energy (eV): -8.0

(2)
Here is the ion C18H23N2 with charge +1 at a distorted geometry from the Open Molecules 2025 dataset. Energies are from ωB97M-V/def2-TZVPD.

```
43
Properties=species:S:1:pos:R:3:forces:R:3:lowdin_charge:R:1
C -0.82897 -1.21332 3.10218 -0.33 -0.79 1.16 -0.07
C -0.09921 0.05849 2.57827 -0.91 -1.06 0.37 -0.36
C -0.84027 1.27812 3.10799 -0.13 0.37 0.82 -0.05
C 1.34946 0.02129 3.10763 0.61 0.11 -0.46 -0.17
C 2.06288 1.22072 3.27246 1.53 -0.19 0.27 -0.03
C 3.46182 1.22302 3.55056 -1.20 -0.20 -0.20 -0.06
C 4.12266 0.01656 3.74658 1.03 -0.34 -0.09 -0.09
C 3.42576 -1.19436 3.69659 -1.54 0.45 -0.26 -0.05
C 2.01659 -1.18499 3.43643 1.37 0.28 0.17 -0.02
N -0.29660 0.04732 0.95434 -0.52 -0.27 -0.39 0.05
C -0.36268 1.15096 0.20251 0.50 2.56 -1.07 -0.03
C -0.62091 1.23503 -1.19616 0.31 -0.64 1.34 0.06
C -0.95772 0.02656 -1.88965 0.07 0.60 -2.49 -0.17
N -1.16777 -0.02770 -3.31062 0.05 0.09 0.65 -0.07
C -2.32661 -0.66479 -4.01222 -0.52 -0.83 1.52 -0.14
C -2.18690 -0.41030 -5.50451 0.32 0.34 0.04 -0.15
C -0.81695 0.25114 -5.71034 -0.26 -0.29 0.11 -0.16
C -0.27024 0.58563 -4.33399 0.98 1.02 1.29 -0.15
C -1.02098 -1.13254 -1.09220 -0.02 -0.39 0.57 0.04
C -0.68100 -1.04060 0.25848 -0.40 -3.00 0.42 -0.04
H -0.44300 -2.17548 2.66323 -0.08 1.04 0.73 0.07
H -0.66614 -1.25088 4.27064 -0.39 0.05 -2.44 0.15
H -1.93347 -1.24364 2.88907 1.01 0.44 0.25 0.11
H -0.29746 2.22590 2.99959 -0.13 -0.37 -0.05 0.07
H -1.83038 1.43232 2.66530 0.12 -0.33 0.10 0.10
H -0.95215 1.09767 4.21141 0.00 0.31 -1.02 0.12
H 1.58990 2.19350 3.31743 -0.09 -0.12 -0.60 0.10
H 4.00696 2.17355 3.56319 -0.31 -0.42 0.25 0.11
H 5.22264 0.00098 3.95976 -1.17 0.07 -0.30 0.13
H 3.94224 -2.15265 3.81328 -0.28 0.45 0.24 0.11
H 1.49335 -2.12178 3.62988 0.04 0.24 -0.69 0.10
H -0.19714 2.09565 0.74488 0.06 -0.54 -0.38 0.14
H -0.58033 2.24398 -1.66981 -0.09 -1.16 0.41 0.14
H -3.27886 -0.25154 -3.61925 0.54 -0.16 -0.12 0.13
H -2.35723 -1.75854 -3.82459 0.07 0.51 0.04 0.12
H -2.98741 0.20936 -5.89073 -0.14 0.13 0.10 0.11
H -2.21644 -1.34312 -6.04461 -0.14 -0.27 -0.15 0.11
H -0.16485 -0.46086 -6.19257 0.29 -0.12 -0.15 0.11
H -0.86906 1.12006 -6.35497 -0.03 0.17 0.02 0.11
H 0.76436 0.17552 -4.24232 -0.71 0.31 0.21 0.13
H -0.20209 1.68534 -4.16859 -0.02 -0.60 -0.17 0.12
H -1.26034 -2.14902 -1.52796 0.26 1.49 0.67 0.15
H -0.74545 -1.99250 0.84340 0.26 1.11 -0.74 0.13
```
Forces are in eV/Å.

Summary:
Electronic energy (eV): -22011.968
2S+1: 1
Net charge: +1
SMILES: CC(C)(c1ccccc1)[n+]1ccc(N2CCCC2)cc1
HOMO-LUMO gap (Eh): 0.30595
HOMO energy (eV): -11.6

(3)
Here is an isolated molecule of C6H8 from the Open Molecules 2025 dataset. Energies are from ωB97M-V/def2-TZVPD.

```
14
Properties=species:S:1:pos:R:3:forces:R:3:lowdin_charge:R:1
C 2.04684 -1.70586 0.21761 -0.08 0.10 0.05 0.00
C 1.51785 -0.51534 0.30585 -0.08 -0.03 0.07 -0.11
C 0.91439 0.63375 0.46419 0.06 -0.19 0.00 -0.09
C -0.33219 1.03408 -0.25386 0.07 0.09 -0.07 -0.30
C -1.68044 0.74667 0.35971 -0.13 0.06 0.15 -0.12
C -1.23720 0.01109 -0.87177 0.01 -0.12 -0.16 -0.13
H 2.83726 -1.96063 -0.48411 -0.13 0.14 0.08 0.06
H 1.68827 -2.48842 0.88136 0.08 0.02 -0.09 0.06
H 1.32485 1.34106 1.18532 -0.01 -0.07 -0.14 0.11
H -0.25412 1.98391 -0.77956 -0.03 -0.13 0.08 0.13
H -2.45436 1.50330 0.26442 0.13 -0.13 0.01 0.09
H -1.69860 0.19324 1.29473 0.05 0.10 -0.15 0.10
H -0.96547 -1.03579 -0.76489 0.00 0.19 0.00 0.10
H -1.70709 0.25896 -1.81898 0.07 -0.03 0.16 0.10
```
Forces are in eV/Å.

Summary:
Electronic energy (eV): -6349.123
2S+1: 1
Net charge: 0
SMILES: C=C=CC1CC1
HOMO-LUMO gap (Eh): 0.38262
HOMO energy (eV): -9.3

(4)
Here is the ion C5H11NO2 with charge -1 at a distorted geometry from the Open Molecules 2025 dataset. Energies are from ωB97M-V/def2-TZVPD.

```
19
Properties=species:S:1:pos:R:3:forces:R:3:mulliken_spin:R:1
C -1.01346 1.04262 -1.52863 0.32 0.74 -0.69 0.03
C -0.20047 0.62173 -0.30397 -1.66 0.34 0.97 -0.06
C -1.15879 0.52237 0.93087 0.59 -1.08 0.13 0.12
C -0.88165 -0.59928 1.92598 -0.51 -0.24 -0.21 0.50
O -1.73384 -0.81092 2.87308 0.27 0.18 -0.14 0.21
N 0.56900 -0.56493 -0.53395 0.18 0.24 -0.60 0.25
C 1.94874 -0.48250 -0.70699 -0.08 -0.49 0.25 0.09
O 2.35540 0.09136 -1.96056 0.54 0.29 -0.13 0.00
H -0.34235 1.32572 -2.35184 0.04 -0.42 -0.09 -0.01
H -1.71744 0.28695 -1.87828 0.06 -0.17 0.12 -0.01
H -1.56758 1.97476 -1.37926 -0.19 -0.15 0.46 -0.01
H 0.42336 1.47557 -0.08387 0.94 -0.08 -0.06 0.00
H -2.15070 0.30940 0.54746 -0.56 0.40 0.08 0.07
H -1.15888 1.46564 1.50688 -0.26 0.26 -0.40 0.01
H 0.12605 -1.01894 1.96109 0.32 0.04 0.10 0.09
H 0.09543 -1.44957 -0.57410 -0.04 0.05 0.31 -0.25
H 2.37641 0.13988 0.07935 0.28 0.23 -0.06 -0.01
H 2.38023 -1.48518 -0.62505 0.00 -0.01 0.00 -0.02
H 1.60706 0.00912 -2.55297 -0.25 -0.13 -0.03 0.00
```
Forces are in eV/Å.

Summary:
Electronic energy (eV): -10946.626
2S+1: 2
Net charge: -1
HOMO-LUMO gap (alpha / beta) (Eh): 0.11914 / 0.24255
HOMO energy (alpha / beta) (eV): 0.3 / -3.1

electronic energy of number 3 (C6H8)?
-6349.123 eV

Look up the 2S+1 of the third one.
1

The lowest electronic energy belongs to which entry?
C3H40NO17P